Entry 1:
4 unconnected molecules or ions with the total composition C25H21F7N7O7. Source: OMol25; level of theory: ωB97M-V/def2-TZVPD.

max |F|	3.79	eV/A
HOMO-LUMO gap	7.6	eV
highest occupied orbital energy	-11.295	eV
charge	+1

The geometry in XYZ format:
```
67
Properties=species:S:1:pos:R:3:forces:R:3:mulliken_charge:R:1
N 0.761 4.666 -3.365 -0.8 0.1 0.6 -0.3099
C 2.044 4.686 -3.672 2.7 0.7 -2.4 0.5281
N 2.582 5.262 -4.824 0.4 -0.4 1.1 -0.5777
C 3.892 5.088 -4.744 -1.3 0.4 0.0 0.0788
N 4.250 4.426 -3.592 0.1 1.0 -2.3 0.3606
C 5.604 4.116 -3.197 1.2 0.7 -0.1 0.3120
F 6.399 4.784 -4.065 -0.7 -0.4 0.2 -0.2931
F 5.891 4.643 -1.985 -0.7 -0.8 -0.3 -0.2694
C 6.001 2.600 -3.310 1.3 -1.2 0.1 0.8006
F 6.506 2.357 -4.541 -0.6 0.5 0.5 -0.2760
F 4.968 1.749 -3.124 -0.1 0.8 0.1 -0.2193
C 7.136 2.194 -2.293 0.3 -0.9 1.0 0.6238
F 8.179 3.015 -2.344 -0.5 0.0 -0.2 -0.2285
F 6.645 2.159 -1.034 0.0 0.5 -0.6 -0.2297
F 7.562 0.951 -2.548 -0.4 0.6 -0.4 -0.2262
N 3.087 4.204 -2.971 -2.2 -1.3 2.8 0.0743
C 2.886 3.563 -1.671 0.0 -0.4 1.2 -1.1449
C 2.291 2.119 -1.800 0.3 -0.1 0.1 0.2271
O 1.785 1.794 -2.828 -0.3 0.1 -0.8 -0.4480
H 0.178 5.462 -3.611 0.3 -0.4 -0.3 0.2762
H 0.307 3.933 -2.832 0.4 0.1 -0.1 0.2185
H 4.563 5.467 -5.524 0.0 -0.4 0.7 0.4459
H 3.787 3.601 -1.024 -0.5 0.0 -0.6 0.3861
H 2.093 4.154 -1.149 0.6 -0.3 -0.3 0.5581
H 2.277 1.382 -0.962 0.4 0.9 0.2 0.3298
C 0.168 -3.618 0.234 0.1 0.0 0.0 -0.3831
C -0.759 -3.326 1.227 0.2 0.2 0.1 -0.8097
C -0.726 -2.096 1.867 -0.1 0.0 0.1 0.0143
C 0.236 -1.165 1.500 0.0 -0.4 -0.2 0.1228
C 1.170 -1.450 0.516 0.1 0.1 -0.2 -0.1781
C 1.134 -2.683 -0.118 -0.1 0.0 0.1 -0.6624
N 0.256 0.145 2.159 0.0 0.0 0.1 1.0552
O -0.564 0.352 3.030 0.1 0.1 -0.1 -0.6336
O 1.094 0.959 1.798 -0.1 -0.1 -0.1 -0.6371
H 0.137 -4.577 -0.267 0.0 0.0 0.1 0.4963
H -1.506 -4.056 1.501 0.1 0.1 0.1 0.4886
H -1.451 -1.878 2.640 0.1 0.1 0.0 0.3508
H 1.924 -0.728 0.234 -0.1 0.0 0.2 0.3767
H 1.856 -2.915 -0.890 0.0 0.0 0.0 0.3952
C -5.448 -2.485 -3.374 0.0 0.0 0.0 -0.4038
C -4.827 -3.472 -4.130 0.0 0.1 0.1 -0.4341
C -3.891 -4.310 -3.543 0.0 -0.1 -0.2 -0.4039
C -3.590 -4.152 -2.199 -0.3 0.3 -0.2 0.1342
C -4.197 -3.166 -1.437 0.0 0.1 0.2 -0.2429
C -5.130 -2.329 -2.031 0.0 -0.1 -0.2 -0.5159
N -2.619 -5.053 -1.569 0.1 -0.2 0.1 0.9534
O -2.089 -5.895 -2.268 0.0 0.2 0.1 -0.5996
O -2.400 -4.908 -0.378 -0.2 -0.2 -0.4 -0.5585
H -6.183 -1.835 -3.834 0.0 0.0 0.0 0.3787
H -5.076 -3.589 -5.177 0.0 0.0 0.0 0.3766
H -3.413 -5.076 -4.138 0.1 0.0 0.2 0.4467
H -3.958 -3.040 -0.389 0.1 -0.2 -0.1 0.4753
H -5.614 -1.557 -1.445 0.0 -0.1 0.0 0.3760
C -4.467 0.747 6.739 0.0 0.0 0.0 -0.4043
C -4.534 -0.224 7.731 0.1 0.1 -0.2 -0.4638
C -3.687 -1.321 7.687 -0.1 -0.1 0.2 -0.3747
C -2.775 -1.431 6.648 -0.3 0.4 0.0 -0.1074
C -2.704 -0.473 5.650 0.1 0.1 -0.3 -0.0326
C -3.556 0.621 5.697 -0.1 -0.1 0.2 -0.4630
N -1.859 -2.578 6.608 0.2 -0.3 0.0 1.0083
O -1.958 -3.412 7.487 0.0 0.2 -0.2 -0.5952
O -1.051 -2.625 5.697 -0.2 0.0 0.1 -0.6036
H -5.126 1.606 6.778 0.0 0.0 0.0 0.3763
H -5.246 -0.123 8.540 0.0 0.0 0.0 0.3772
H -3.745 -2.073 8.463 0.1 0.0 -0.1 0.4490
H -1.996 -0.562 4.838 0.0 -0.1 0.1 0.4556
H -3.507 1.377 4.924 0.0 -0.1 0.0 0.4027
```
Positions in Å, forces in eV/Å.

=====

Entry 2:
5 unconnected molecules or ions with the total composition C32H56ClN4O17S4. Source: OMol25; level of theory: ωB97M-V/def2-TZVPD.

max |F|	2.50	eV/A
HOMO-LUMO gap	7.9	eV
highest occupied orbital energy	-11.495	eV
charge	+1

The geometry in XYZ format:
```
114
Properties=species:S:1:pos:R:3:forces:R:3:mulliken_charge:R:1
C 3.359 -0.338 -1.757 0.2 0.0 1.1 -0.7405
C 2.539 -1.239 -1.113 -0.7 -0.3 -1.8 -0.5648
N 1.775 -0.948 0.063 2.4 -0.1 0.6 0.8771
C 2.562 -1.057 1.318 0.2 0.1 0.7 -0.6264
C 1.717 -0.126 2.222 -0.4 -1.9 -1.2 0.0575
O 0.511 -0.842 2.404 0.2 0.5 1.0 -0.3065
C 0.542 -1.765 3.507 -0.4 -0.3 0.2 -0.4652
C 0.548 -3.231 3.084 0.1 0.0 -0.6 -0.8514
C -0.251 -3.544 1.800 -0.1 -0.8 0.1 0.0665
C 0.540 -4.396 0.782 -0.2 0.0 -0.1 -1.1351
N 1.326 0.911 1.282 -0.9 1.0 0.0 0.7908
C 2.175 2.079 1.115 -0.8 -0.7 0.5 0.4920
C 1.645 3.297 1.498 0.7 1.4 -0.2 -0.5542
C 2.439 4.444 1.295 0.0 -0.9 -0.2 -1.2697
C 3.696 4.260 0.735 -0.4 0.1 0.4 -0.4753
C 4.115 2.968 0.450 0.9 0.4 -0.5 -0.9021
N 3.390 1.877 0.625 -0.5 0.3 0.1 -0.1542
C 1.019 0.198 0.107 1.5 -0.8 0.2 -0.8136
N 0.095 0.541 -0.743 0.3 0.5 0.5 0.5162
C -0.656 1.786 -0.505 -1.0 0.2 -0.2 0.3401
C -2.108 1.539 -0.055 -0.3 0.5 0.6 -0.5820
C -3.107 2.555 -0.674 0.3 -0.7 -0.4 -1.0554
C -4.001 1.856 -1.728 0.2 0.5 1.0 0.1505
C -5.234 1.196 -1.051 0.6 -0.4 -0.5 -1.0900
C -5.215 -0.342 -1.135 -0.1 0.5 -0.2 -0.4001
C -5.156 -0.831 -2.589 0.4 0.3 0.7 -0.8559
C -0.329 -0.180 -1.955 0.2 0.1 -0.6 0.7748
Cl -0.636 -1.901 -1.682 0.0 0.1 0.1 -0.2232
C 0.544 0.081 -3.195 -0.8 -0.1 -0.3 0.2034
C -0.342 0.108 -4.469 0.6 -0.3 0.2 -1.1286
H 3.184 0.057 -2.751 1.0 -1.6 -0.8 0.2639
H 4.272 -0.011 -1.261 -1.0 1.6 0.7 0.2730
H 2.437 -2.250 -1.508 -1.4 0.4 -0.6 0.3925
H 3.605 -0.749 1.212 -0.2 0.4 -0.4 0.3886
H 2.624 -2.092 1.648 -0.5 0.0 0.1 0.4059
H 2.150 0.215 3.156 0.2 0.3 -0.1 0.0890
H -0.357 -1.564 4.090 0.0 0.1 0.0 0.4001
H 1.412 -1.566 4.139 0.0 0.1 0.1 0.3317
H 1.572 -3.576 2.924 0.1 0.1 0.1 0.4192
H 0.150 -3.849 3.888 0.1 0.1 0.2 0.1836
H -0.669 -2.663 1.317 0.2 0.2 0.1 0.0212
H -1.099 -4.165 2.092 -0.2 0.2 0.0 0.5853
H 0.128 -5.401 0.703 0.0 0.0 0.1 0.3744
H 1.586 -4.521 1.067 0.1 0.1 -0.1 0.3516
H 0.479 -3.978 -0.224 0.2 0.1 0.0 0.0700
H 0.657 3.427 1.915 -0.1 -0.4 0.0 0.9230
H 2.076 5.437 1.524 -0.1 0.0 0.1 0.5520
H 4.345 5.102 0.541 0.1 0.0 0.0 0.5619
H 5.103 2.836 0.017 0.0 -0.2 0.1 0.5128
H -0.680 2.377 -1.424 0.3 -0.3 -0.2 0.7427
H -0.172 2.398 0.238 0.3 -0.1 0.0 -0.9020
H -2.424 0.513 -0.242 0.0 0.0 -0.1 0.1288
H -2.157 1.671 1.028 0.2 -0.3 0.1 0.5741
H -2.527 3.364 -1.127 -0.1 0.1 0.0 0.3872
H -3.724 2.990 0.108 0.0 0.1 0.0 0.5345
H -4.283 2.600 -2.470 -0.1 -0.2 -0.2 0.5153
H -3.378 1.086 -2.185 -0.1 0.1 -0.4 -0.4073
H -5.235 1.450 0.010 -0.3 0.3 0.0 0.4079
H -6.129 1.566 -1.549 -0.2 0.0 0.3 0.3651
H -4.328 -0.679 -0.591 -0.2 -0.3 0.1 0.2486
H -6.110 -0.693 -0.619 0.1 -0.2 0.0 0.3548
H -5.528 -1.845 -2.707 -0.1 0.0 -0.1 0.4189
H -5.700 -0.117 -3.206 -0.1 -0.3 -0.3 0.2894
H -4.110 -0.820 -2.893 -0.1 -0.1 -0.4 0.0478
H -1.303 0.235 -2.199 -0.1 0.1 0.3 -0.5419
H 1.281 -0.702 -3.331 0.2 0.1 0.3 0.1230
H 1.017 1.056 -3.061 0.2 -0.1 0.0 -0.1075
H 0.065 -0.606 -5.183 -0.1 0.1 -0.1 0.4051
H -0.317 1.094 -4.927 -0.3 0.0 0.0 0.3063
H -1.359 -0.221 -4.263 -0.1 0.2 -0.1 0.0960
C 2.997 3.907 4.969 0.4 0.6 0.0 -0.1788
C 3.586 2.547 4.751 -0.1 -0.6 -0.4 -0.1816
O 3.924 2.064 6.048 -0.1 0.5 0.2 -0.3705
S 2.866 2.657 7.116 0.0 0.0 -0.2 1.0823
O 1.866 1.681 7.354 -0.1 0.0 0.1 -0.5203
O 3.589 3.268 8.164 0.0 -0.1 0.1 -0.5226
O 2.228 3.795 6.164 0.0 -0.5 0.0 -0.3830
H 3.780 4.651 5.133 0.0 0.0 -0.1 0.3318
H 2.381 4.199 4.123 -0.3 0.1 0.2 0.1572
H 4.471 2.570 4.118 0.1 -0.1 0.2 0.3798
H 2.846 1.869 4.319 0.0 0.0 -0.1 0.0678
C 1.818 4.643 -2.243 0.1 -0.4 0.0 0.4809
C 3.001 5.146 -3.044 0.1 0.4 0.2 -0.3647
O 2.585 5.013 -4.406 -0.2 -0.3 0.1 -0.3521
S 1.003 5.256 -4.519 0.2 0.0 0.1 1.0905
O 0.760 6.593 -4.906 -0.2 0.0 0.0 -0.5398
O 0.434 4.154 -5.205 0.0 0.0 -0.1 -0.5080
O 0.672 5.117 -2.950 0.1 0.2 0.0 -0.3086
H 1.785 3.548 -2.228 0.1 0.0 0.0 -0.2475
H 1.811 5.018 -1.225 -0.2 0.1 -0.1 0.0797
H 3.905 4.570 -2.868 0.0 -0.1 -0.2 0.3318
H 3.199 6.202 -2.844 0.0 0.0 0.0 0.3562
C -2.219 -3.158 -8.233 -0.1 0.0 -0.4 -0.3564
C -1.755 -1.716 -8.219 0.4 -0.1 0.2 -0.1307
O -2.861 -0.994 -7.663 -0.1 -0.2 -0.1 -0.3118
S -3.618 -1.912 -6.592 0.2 0.0 -0.4 0.9023
O -3.154 -1.570 -5.292 -0.1 -0.1 0.1 -0.2993
O -4.994 -1.931 -6.918 -0.1 0.2 0.2 -0.5832
O -2.961 -3.308 -7.014 0.3 0.2 0.2 -0.3116
H -2.890 -3.354 -9.071 0.0 0.0 0.0 0.2811
H -1.393 -3.863 -8.258 -0.1 -0.1 0.2 0.3254
H -1.520 -1.340 -9.211 -0.2 0.1 0.0 0.3450
H -0.891 -1.580 -7.564 0.0 0.0 0.0 0.1038
C -1.555 -5.787 7.615 -0.2 -0.3 0.3 -0.3077
C -0.160 -6.367 7.519 0.2 0.4 -0.1 -0.3069
O -0.263 -7.366 6.496 -0.3 0.0 0.1 -0.3265
S -1.336 -6.911 5.400 0.0 0.0 0.3 1.0670
O -0.658 -6.314 4.304 -0.1 0.1 -0.1 -0.4367
O -2.262 -7.963 5.213 0.1 -0.1 -0.2 -0.5551
O -2.020 -5.742 6.258 0.3 0.1 -0.1 -0.3113
H -2.221 -6.436 8.186 0.0 0.0 0.0 0.2863
H -1.565 -4.790 8.047 -0.1 0.1 -0.2 0.3067
H 0.175 -6.814 8.450 0.0 -0.2 -0.1 0.3169
H 0.563 -5.616 7.194 0.0 0.0 0.0 0.2608
```
Positions in Å, forces in eV/Å.

=====

Entry 3:
A gas-phase ion, C3H5O5P (charge -2). Source: OMol25; level of theory: ωB97M-V/def2-TZVPD.

max |F|	2.65	eV/A
HOMO-LUMO gap	7.9	eV
highest occupied orbital energy	-1.274	eV
charge	-2

The geometry in XYZ format:
```
14
Properties=species:S:1:pos:R:3:forces:R:3:mulliken_charge:R:1
O -1.209 1.299 2.099 0.2 0.5 0.2 -0.7297
C -1.572 0.355 1.389 0.3 0.1 -0.6 0.5799
O -2.493 -0.469 1.621 -0.6 -0.5 0.3 -0.7978
C -0.849 0.089 0.022 2.4 0.3 1.0 0.0623
O -1.412 -1.061 -0.539 -0.2 -0.4 -0.2 -0.6001
C 0.793 -0.055 0.300 -2.1 0.3 -0.8 -0.7018
P 1.794 0.131 -1.236 0.2 -0.2 0.4 0.6146
O 3.093 -0.605 -1.089 0.4 -0.6 0.2 -0.7753
O 1.875 1.549 -1.694 -0.4 0.8 -0.2 -0.7558
H -0.957 0.950 -0.651 -0.1 0.0 0.1 0.2119
H -2.076 -1.286 0.166 0.2 0.1 -0.2 0.3663
H 0.974 -1.037 0.736 0.0 -0.1 0.0 0.2909
H 1.074 0.729 1.005 0.0 0.0 0.0 0.3288
H 0.966 -0.588 -2.127 -0.2 -0.2 -0.3 -0.0942
```
Positions in Å, forces in eV/Å.